(1)
{"formula": "C36H51BrCaN3OP2", "method": "ωB97M-V/def2-TZVPD", "e_above_lowest_kcal_mol": 42.56, "total_charge": 1, "e_homo_ev": -8.108, "e_tot_ha": -5576.01525, "max_force_ev_per_a": 5.69, "multiplicity": 1, "symbols": ["C", "C", "C", "C", "C", "H", "H", "H", "N", "P", "P", "C", "H", "H", "C", "H", "C", "C", "C", "C", "C", "H", "H", "H", "C", "H", "H", "H", "C", "H", "H", "H", "C", "H", "H", "H", "C", "H", "H", "H", "C", "H", "H", "H", "C", "H", "H", "H", "C", "H", "H", "H", "C", "H", "H", "H", "C", "H", "H", "H", "C", "H", "H", "H", "C", "H", "H", "H", "Ca", "C", "O", "N", "C", "C", "C", "C", "C", "H", "C", "H", "C", "H", "H", "H", "Br", "C", "C", "C", "C", "N", "C", "H", "H", "H", "H"], "xyz": [[1.685, -1.855, -1.592], [1.545, 0.362, -2.317], [2.702, -2.172, -2.526], [2.360, 0.018, -3.450], [2.976, -1.231, -3.512], [3.197, -3.135, -2.422], [2.497, 0.701, -4.266], [3.733, -1.446, -4.256], [1.163, -0.626, -1.427], [-0.411, -2.848, 0.074], [0.751, 2.574, -0.697], [1.263, -3.029, -0.669], [1.307, -4.001, -1.197], [1.987, -3.141, 0.157], [1.000, 1.744, -2.197], [0.974, 2.306, -3.168], [-0.522, 4.025, -1.035], [2.558, 3.183, -0.712], [-1.534, -3.640, -1.239], [-0.240, -3.731, 1.739], [-1.883, 3.648, -0.407], [-1.779, 3.394, 0.659], [-2.564, 4.511, -0.500], [-2.387, 2.815, -0.910], [-0.046, 5.296, -0.332], [0.096, 5.102, 0.734], [0.871, 5.693, -0.765], [-0.812, 6.077, -0.423], [-0.736, 4.263, -2.528], [-1.450, 5.103, -2.639], [0.169, 4.599, -3.051], [-1.142, 3.365, -3.021], [2.804, 3.830, 0.658], [2.484, 3.159, 1.476], [3.895, 3.983, 0.763], [2.266, 4.787, 0.743], [3.511, 1.986, -0.858], [3.256, 1.151, -0.189], [3.520, 1.618, -1.892], [4.532, 2.332, -0.632], [2.742, 4.146, -1.903], [2.117, 3.928, -2.786], [2.582, 5.194, -1.617], [3.784, 4.039, -2.245], [-1.606, -3.688, 2.469], [-1.474, -4.105, 3.479], [-1.967, -2.654, 2.586], [-2.378, -4.273, 1.948], [0.791, -2.994, 2.608], [1.806, -3.032, 2.191], [0.533, -1.935, 2.788], [0.816, -3.487, 3.596], [0.209, -5.185, 1.523], [0.490, -5.599, 2.500], [-0.596, -5.811, 1.120], [1.085, -5.256, 0.868], [-1.321, -2.895, -2.583], [-2.060, -3.278, -3.309], [-1.504, -1.812, -2.483], [-0.310, -3.050, -2.991], [-3.008, -3.440, -0.825], [-3.255, -2.366, -0.719], [-3.666, -3.846, -1.616], [-3.264, -3.961, 0.112], [-1.238, -5.126, -1.417], [-0.178, -5.326, -1.598], [-1.607, -5.724, -0.577], [-1.774, -5.465, -2.311], [-0.460, -0.054, 0.491], [1.581, 0.550, 1.456], [2.506, 0.431, 2.100], [-1.855, 0.490, -1.491], [-1.813, 0.917, -2.620], [-2.011, 1.130, -4.091], [-3.330, 0.915, -4.457], [-1.021, 1.312, -5.097], [-3.831, 0.979, -5.779], [-4.031, 0.700, -3.651], [-1.492, 1.373, -6.455], [0.021, 1.374, -4.835], [-2.851, 1.233, -6.775], [-4.905, 0.861, -5.954], [-0.757, 1.549, -7.248], [-3.176, 1.333, -7.836], [-5.130, 0.373, 4.504], [-3.422, 0.974, 3.927], [-2.754, 1.966, 4.642], [-1.500, 2.391, 4.179], [-0.966, 1.803, 3.036], [-1.621, 0.839, 2.360], [-2.847, 0.412, 2.766], [-3.203, 2.385, 5.535], [-0.925, 3.144, 4.685], [0.029, 2.076, 2.656], [-3.334, -0.358, 2.177]], "lowdin_charge": [-0.348, -0.355, -0.065, -0.059, -0.071, 0.107, 0.100, 0.108, 0.011, 1.022, 1.031, -0.280, 0.080, 0.082, -0.383, 0.054, -0.653, -0.678, -0.686, -0.709, -0.117, 0.057, 0.091, 0.042, -0.104, 0.076, 0.059, 0.091, -0.089, 0.098, 0.075, 0.051, -0.110, 0.052, 0.089, 0.060, -0.088, 0.051, 0.069, 0.097, -0.080, 0.056, 0.072, 0.089, -0.089, 0.094, 0.062, 0.069, -0.099, 0.078, 0.061, 0.100, -0.086, 0.092, 0.067, 0.080, -0.080, 0.097, 0.048, 0.086, -0.100, 0.073, 0.095, 0.063, -0.092, 0.076, 0.072, 0.094, 1.007, -0.171, 0.131, 0.076, -0.112, -0.209, -0.055, 0.009, -0.037, 0.116, -0.049, 0.084, -0.068, 0.113, 0.110, 0.119, 0.780, -0.647, -0.074, -0.018, -0.148, -0.088, -0.148, 0.116, 0.114, 0.086, 0.107]}

---

(2)
{"formula": "C36H51BrFeN3O5Se2Si4Te", "method": "ωB97M-V/def2-TZVPD", "e_above_lowest_kcal_mol": 0.00, "s_squared": 0.76, "total_charge": 0, "e_homo_ev": [-7.422, -7.414], "e_tot_ha": -12009.50708, "max_force_ev_per_a": 0.74, "multiplicity": 2, "symbols": ["Fe", "Br", "C", "C", "C", "C", "O", "C", "C", "N", "C", "C", "C", "C", "C", "C", "C", "C", "N", "C", "C", "H", "H", "H", "H", "H", "H", "H", "H", "H", "H", "C", "Se", "C", "C", "Se", "C", "H", "H", "H", "H", "H", "H", "H", "H", "H", "H", "O", "C", "O", "C", "C", "C", "C", "C", "C", "N", "O", "O", "H", "H", "H", "H", "C", "Si", "C", "C", "Si", "Te", "Si", "C", "C", "C", "Si", "C", "C", "C", "H", "H", "H", "H", "H", "H", "H", "H", "H", "H", "H", "H", "H", "H", "H", "H", "H", "H", "H", "H", "H", "H", "H", "H", "H", "H", "H"], "xyz": [[1.504, -1.109, -0.035], [4.664, -5.741, 4.593], [4.192, -4.581, 3.165], [4.624, -4.875, 1.865], [4.276, -4.057, 0.821], [3.455, -2.915, 1.014], [3.109, -2.189, 0.009], [3.082, -2.608, 2.348], [2.439, -1.367, 2.687], [1.929, -0.514, 1.869], [1.425, 0.654, 2.480], [0.329, 0.557, 3.302], [-0.150, 1.688, 4.002], [0.465, 2.897, 3.858], [1.588, 3.032, 3.004], [2.267, 4.259, 2.833], [3.369, 4.310, 2.033], [3.803, 3.121, 1.407], [3.205, 1.966, 1.534], [2.088, 1.908, 2.308], [3.452, -3.455, 3.405], [5.226, -5.757, 1.689], [4.594, -4.284, -0.189], [2.433, -1.117, 3.749], [-0.140, -0.415, 3.416], [-1.003, 1.583, 4.659], [0.111, 3.769, 4.395], [1.906, 5.142, 3.348], [3.918, 5.229, 1.881], [4.684, 3.138, 0.773], [3.136, -3.212, 4.412], [4.442, -0.076, -1.513], [2.688, 0.681, -1.207], [2.011, 0.534, -3.056], [1.068, -0.623, -3.399], [1.282, -2.190, -2.237], [-0.519, -2.889, -2.456], [5.018, 0.579, -2.162], [4.341, -1.074, -1.930], [4.912, -0.159, -0.537], [2.900, 0.521, -3.684], [1.504, 1.481, -3.238], [1.221, -0.942, -4.428], [0.025, -0.317, -3.288], [-0.661, -3.223, -3.481], [-1.251, -2.130, -2.190], [-0.607, -3.728, -1.772], [-0.312, -3.154, 2.861], [0.031, -3.321, 1.689], [0.339, -2.403, 0.868], [0.040, -4.742, 1.147], [-0.825, -5.689, 1.686], [-0.846, -6.983, 1.193], [0.029, -7.316, 0.173], [0.919, -6.403, -0.367], [0.909, -5.109, 0.123], [0.015, -8.691, -0.357], [-0.748, -9.488, 0.152], [0.774, -8.954, -1.269], [-1.470, -5.393, 2.501], [-1.517, -7.733, 1.586], [1.593, -6.711, -1.152], [1.588, -4.373, -0.282], [-4.224, 2.907, -3.437], [-2.757, 1.791, -3.088], [-1.379, 2.191, -4.302], [-3.264, -0.007, -3.308], [-2.087, 2.200, -0.866], [-0.868, 0.095, -0.200], [-0.938, 4.249, -0.704], [0.871, 4.045, -1.131], [-1.121, 4.913, 1.042], [-1.740, 5.470, -1.889], [-3.998, 2.136, 0.506], [-5.049, 0.655, 0.039], [-4.954, 3.731, 0.220], [-3.494, 2.005, 2.305], [-4.445, 2.899, -4.507], [-4.035, 3.940, -3.138], [-5.115, 2.560, -2.910], [-1.703, 1.967, -5.321], [-0.486, 1.597, -4.102], [-1.096, 3.245, -4.263], [-3.936, -0.107, -4.164], [-3.778, -0.395, -2.427], [-2.397, -0.645, -3.494], [1.347, 3.283, -0.509], [1.406, 4.985, -0.972], [1.004, 3.755, -2.177], [-0.940, 4.133, 1.783], [-2.128, 5.305, 1.204], [-0.410, 5.723, 1.221], [-1.721, 5.112, -2.921], [-1.211, 6.425, -1.858], [-2.782, 5.658, -1.618], [-5.469, 0.762, -0.964], [-5.878, 0.537, 0.741], [-4.456, -0.263, 0.065], [-5.355, 3.781, -0.794], [-4.321, 4.608, 0.376], [-5.793, 3.802, 0.916], [-2.777, 1.194, 2.443], [-4.366, 1.791, 2.928], [-3.034, 2.928, 2.662]], "lowdin_spin": [0.076, 0.000, 0.000, 0.000, 0.000, 0.000, -0.001, 0.000, 0.000, 0.001, 0.021, 0.020, 0.001, 0.000, 0.001, 0.000, 0.001, 0.000, 0.001, 0.002, 0.000, 0.000, 0.000, 0.000, 0.001, 0.000, 0.000, 0.000, 0.000, 0.000, 0.000, -0.001, 0.000, 0.001, 0.011, 0.011, 0.012, 0.000, 0.000, 0.000, 0.000, 0.000, 0.000, 0.011, 0.000, 0.015, 0.000, 0.000, 0.000, 0.004, 0.000, 0.000, 0.000, 0.000, 0.000, 0.000, 0.000, 0.000, 0.000, 0.000, 0.000, 0.000, 0.000, 0.009, 0.033, 0.003, 0.007, 0.065, 0.663, 0.002, 0.000, 0.002, -0.001, 0.010, 0.000, 0.002, 0.005, 0.002, 0.000, 0.000, 0.000, 0.000, 0.000, 0.000, 0.001, 0.003, 0.000, 0.000, 0.000, 0.000, 0.000, 0.000, 0.000, 0.000, 0.000, 0.000, 0.000, 0.000, 0.000, 0.000, 0.000, 0.006, 0.000, 0.000]}